# 1
{"formula": "C6H10O2", "method": "ωB97M-V/def2-TZVPD", "symbols": ["C", "C", "O", "C", "C", "C", "C", "O", "H", "H", "H", "H", "H", "H", "H", "H", "H", "H"], "positions_angstrom": [[-0.606, 1.740, 1.053], [-0.808, 0.445, 0.856], [-2.039, -0.153, 0.908], [0.272, -0.518, 0.513], [1.070, -1.018, 1.441], [0.362, -0.885, -0.949], [0.915, 0.299, -1.755], [-0.890, -1.270, -1.485], [0.381, 2.158, 1.006], [-1.416, 2.411, 1.294], [-2.712, 0.506, 1.130], [0.986, -0.722, 2.474], [1.847, -1.723, 1.198], [1.052, -1.737, -1.058], [1.933, 0.517, -1.451], [0.296, 1.175, -1.593], [0.904, 0.042, -2.808], [-1.548, -1.265, -0.777]], "lowdin_charge": [0.07, -0.38, 0.05, -0.23, 0.10, -0.39, -0.03, -0.02, 0.07, 0.06, 0.12, 0.07, 0.07, 0.14, 0.08, 0.07, 0.08, 0.07], "e_above_lowest_kcal_mol": 31.4, "largest_force_ha_per_bohr": 0.0126, "energy_ha": -385.0523, "e_homo_ev": -9.3, "multiplicity": 1, "orbital_gap_ev": 10.07}

---

# 2
{"formula": "C5H6O2", "method": "ωB97M-V/def2-TZVPD", "symbols": ["O", "C", "C", "O", "C", "C", "C", "H", "H", "H", "H", "H", "H"], "positions_angstrom": [[-1.466, 1.621, -0.627], [-0.328, 0.851, -0.427], [-0.016, 0.321, 1.022], [-0.991, -0.731, 0.781], [-0.435, -0.708, -0.558], [1.022, -1.092, -0.332], [1.311, -0.382, 0.762], [-2.255, 1.068, -0.628], [0.499, 1.340, -0.947], [-0.188, 0.891, 1.935], [-1.046, -1.227, -1.298], [1.644, -1.711, -0.967], [2.249, -0.240, 1.285]], "lowdin_charge": [0.01, -0.25, -0.21, -0.06, -0.22, -0.02, -0.02, 0.10, 0.15, 0.15, 0.15, 0.11, 0.11], "e_above_lowest_kcal_mol": 63.7, "largest_force_ha_per_bohr": 0.0086, "energy_ha": -344.5003, "e_homo_ev": -9.7, "multiplicity": 1, "orbital_gap_ev": 10.70}

---

# 3
{"formula": "C21H18F6N5O3PTi", "method": "ωB97M-V/def2-TZVPD", "symbols": ["Ti", "O", "C", "N", "C", "C", "C", "C", "C", "C", "N", "C", "O", "C", "C", "C", "C", "C", "N", "C", "C", "C", "C", "C", "N", "H", "H", "H", "H", "H", "H", "H", "H", "H", "H", "H", "H", "N", "C", "O", "C", "C", "H", "H", "H", "H", "H", "H", "F", "P", "F", "F", "F", "F", "F"], "positions_angstrom": [[-0.604, 0.150, -0.385], [2.305, -2.419, 0.695], [1.149, -2.060, 0.727], [0.522, -1.413, -0.337], [0.828, -1.874, -1.633], [1.267, -3.156, -1.946], [1.403, -3.528, -3.274], [1.110, -2.635, -4.292], [0.675, -1.350, -4.000], [0.535, -0.970, -2.670], [0.126, 0.273, -2.169], [0.175, 1.423, -2.894], [0.213, 1.546, -4.102], [0.310, 2.617, -1.988], [0.256, 3.905, -2.488], [0.490, 4.959, -1.620], [0.810, 4.675, -0.301], [0.841, 3.351, 0.108], [0.577, 2.336, -0.709], [0.325, -2.406, 1.941], [0.969, -2.803, 3.106], [0.200, -3.251, 4.165], [-1.176, -3.305, 4.013], [-1.722, -2.894, 2.808], [-0.992, -2.452, 1.792], [1.503, -3.855, -1.157], [1.738, -4.530, -3.509], [1.213, -2.940, -5.325], [0.460, -0.642, -4.784], [0.046, 4.043, -3.540], [0.433, 5.983, -1.966], [1.025, 5.463, 0.406], [1.093, 3.098, 1.129], [2.048, -2.761, 3.152], [0.669, -3.558, 5.090], [-1.816, -3.654, 4.812], [-2.795, -2.919, 2.648], [-4.203, 1.950, -0.570], [-3.221, 1.097, -0.845], [-2.045, 1.494, -0.942], [-3.519, -0.360, -1.030], [-2.179, -1.107, -1.107], [-3.966, 2.902, -0.344], [-5.146, 1.637, -0.430], [-4.125, -0.475, -1.933], [-4.120, -0.694, -0.181], [-1.980, -1.419, -2.133], [-2.215, -2.000, -0.492], [0.143, 0.629, 1.539], [-1.132, 1.269, 2.498], [-1.324, 2.414, 1.382], [-2.382, 1.820, 3.301], [-0.074, 2.173, 3.253], [-2.115, 0.311, 1.536], [-0.926, 0.071, 3.507]], "lowdin_charge": [1.19, 0.11, -0.41, -0.02, -0.21, -0.01, -0.09, -0.09, -0.01, -0.21, -0.03, -0.42, 0.10, -0.20, 0.01, -0.04, -0.03, -0.11, 0.08, -0.21, 0.01, -0.05, -0.05, -0.13, 0.12, 0.11, 0.10, 0.10, 0.10, 0.12, 0.11, 0.11, 0.11, 0.12, 0.11, 0.10, 0.11, 0.23, -0.48, -0.08, -0.15, -0.17, 0.13, 0.13, 0.13, 0.12, 0.07, 0.05, -0.22, 0.22, -0.14, -0.10, -0.09, -0.17, -0.09], "e_above_lowest_kcal_mol": 15.1, "largest_force_ha_per_bohr": 0.0189, "energy_ha": -3100.9437, "e_homo_ev": -7.9, "multiplicity": 1, "orbital_gap_ev": 7.53}

---

# 4
{"formula": "C22H37IN5O3P2", "method": "ωB97M-V/def2-TZVPD", "symbols": ["C", "C", "O", "C", "C", "C", "C", "I", "C", "C", "C", "C", "C", "C", "C", "C", "N", "C", "C", "C", "C", "N", "C", "P", "N", "N", "P", "O", "H", "H", "H", "H", "H", "H", "H", "H", "H", "H", "H", "H", "H", "H", "H", "H", "H", "H", "H", "H", "H", "H", "H", "H", "H", "H", "H", "H", "H", "H", "C", "O", "N", "C", "C", "H", "H", "H", "H", "H", "H", "H"], "positions_angstrom": [[5.527, -3.634, 2.157], [4.730, -2.962, 0.936], [3.824, -1.894, 1.356], [3.180, -1.312, 0.178], [1.981, -0.414, 0.763], [0.477, -0.862, 0.681], [0.027, -2.272, 0.034], [-0.496, -3.739, 1.611], [-1.141, -2.096, -1.080], [-2.454, -2.980, -0.823], [-0.556, 0.146, 1.283], [-2.149, -0.121, 1.311], [-2.988, 0.732, 0.333], [-4.538, 0.488, 0.349], [-5.068, -0.620, 1.331], [-4.007, -1.331, 2.206], [-2.594, -1.133, 2.209], [-0.127, 1.528, 1.921], [-1.166, 2.592, 2.506], [-1.191, 3.961, 1.621], [-1.454, 5.282, 2.525], [-2.731, 5.234, 3.302], [1.413, 1.795, 1.949], [1.954, 3.447, 2.777], [2.373, 4.508, 1.640], [2.396, 0.847, 1.388], [4.108, 1.345, 1.534], [4.480, 2.545, 0.657], [5.719, -4.734, 1.870], [6.558, -3.139, 2.300], [4.984, -3.588, 3.159], [4.073, -3.791, 0.465], [5.510, -2.571, 0.194], [3.950, -0.652, -0.385], [2.841, -2.103, -0.571], [0.909, -2.771, -0.520], [-0.726, -2.396, -2.118], [-1.494, -1.001, -1.169], [-2.194, -4.076, -1.002], [-2.991, -2.771, 0.161], [-3.204, -2.690, -1.658], [-2.550, 1.527, -0.363], [-5.270, 1.051, -0.317], [-6.162, -0.912, 1.421], [-4.410, -2.123, 2.942], [-0.875, 2.910, 3.578], [-2.239, 2.202, 2.580], [-2.007, 3.909, 0.804], [-0.179, 4.108, 1.097], [-0.560, 5.536, 3.192], [-1.541, 6.159, 1.772], [-2.502, 4.763, 4.189], [-3.388, 4.669, 2.744], [3.004, 3.212, 3.724], [0.866, 4.045, 3.514], [2.287, 4.071, 0.705], [5.027, 0.285, 1.266], [4.276, 1.677, 2.937], [-1.184, -1.562, -4.608], [-1.555, -2.485, -3.901], [-0.978, -1.633, -5.951], [-0.536, -0.490, -6.724], [-1.209, -2.894, -6.631], [-0.980, -0.561, -4.192], [-1.284, -0.266, -7.489], [0.416, -0.731, -7.204], [-0.404, 0.386, -6.087], [-2.248, -3.196, -6.482], [-0.558, -3.658, -6.199], [-1.003, -2.798, -7.697]], "lowdin_charge": [-0.08, -0.24, -0.23, -0.17, -0.02, -0.06, -0.61, 0.85, -0.27, -0.19, 0.03, -0.24, -0.01, 0.00, -0.01, -0.11, 0.04, -0.05, -0.18, -0.20, -0.28, -0.02, -0.20, 0.76, -0.29, -0.14, 0.78, -0.42, 0.09, 0.08, 0.09, 0.13, 0.13, 0.13, 0.13, 0.07, 0.09, 0.10, 0.07, 0.03, 0.09, 0.11, 0.10, 0.10, 0.12, 0.11, 0.11, 0.11, 0.08, 0.10, 0.12, 0.06, 0.07, -0.01, 0.00, -0.02, 0.05, 0.03, -0.32, -0.02, -0.20, -0.06, -0.04, 0.13, 0.09, 0.09, 0.08, 0.10, 0.09, 0.09], "total_charge": 1, "largest_force_ha_per_bohr": 0.0967, "energy_ha": -2339.7618, "e_homo_ev": -11.3, "multiplicity": 1, "orbital_gap_ev": 6.46}

---

# 5
{"formula": "C35H38FN3O3PdSi", "method": "ωB97M-V/def2-TZVPD", "symbols": ["C", "C", "C", "H", "C", "C", "H", "H", "H", "H", "Pd", "C", "H", "H", "H", "Si", "C", "C", "H", "C", "H", "C", "H", "C", "H", "C", "H", "C", "C", "H", "C", "H", "C", "H", "C", "H", "C", "H", "H", "H", "F", "C", "C", "C", "C", "O", "C", "C", "N", "C", "C", "C", "C", "C", "C", "N", "C", "C", "N", "C", "C", "C", "O", "O", "H", "H", "H", "H", "H", "H", "H", "H", "H", "H", "H", "H", "H", "H", "H", "H", "H", "H"], "positions_angstrom": [[-2.501, -2.133, -0.173], [-2.569, -2.091, -1.637], [-1.305, -2.652, -2.144], [-3.476, -1.995, -2.216], [-0.543, -3.036, -1.030], [-1.261, -2.708, 0.175], [-0.921, -2.949, 1.169], [-3.303, -1.814, 0.487], [-1.099, -2.870, -3.189], [0.381, -3.604, -1.053], [-1.698, -0.177, -1.647], [-3.822, 1.948, -5.377], [-3.220, 1.292, -6.016], [-3.707, 3.003, -5.692], [-4.883, 1.656, -5.464], [-3.375, 0.880, -3.135], [-4.882, 1.186, -2.105], [-5.537, 0.187, -1.368], [-5.070, -0.792, -1.220], [-6.789, 0.466, -0.808], [-7.317, -0.323, -0.281], [-7.365, 1.727, -0.942], [-8.366, 1.921, -0.557], [-6.663, 2.740, -1.596], [-7.092, 3.731, -1.702], [-5.403, 2.492, -2.144], [-4.819, 3.295, -2.610], [-3.579, -0.649, -4.205], [-4.871, -1.116, -4.496], [-5.737, -0.659, -4.007], [-5.049, -2.130, -5.440], [-6.055, -2.454, -5.678], [-3.953, -2.714, -6.081], [-4.097, -3.496, -6.820], [-2.669, -2.265, -5.765], [-1.803, -2.710, -6.246], [-2.480, -1.240, -4.841], [-1.469, -0.905, -4.588], [-2.246, 1.804, -2.782], [-3.458, 1.985, -4.250], [2.827, -3.109, 2.807], [2.840, -1.774, 2.476], [1.828, -1.325, 1.658], [1.745, 0.049, 1.370], [0.666, 0.556, 0.530], [-0.391, -0.095, 0.339], [0.829, 1.891, 0.036], [1.629, 2.748, 0.738], [2.606, 2.319, 1.601], [3.473, 3.265, 2.180], [3.667, 4.607, 1.555], [2.861, 4.493, 2.797], [2.694, 0.947, 1.913], [3.681, 0.460, 2.782], [3.795, -0.916, 3.062], [4.808, -1.374, 3.921], [4.968, -0.689, 5.199], [6.416, -0.726, 5.657], [6.841, -2.137, 5.630], [6.704, -2.841, 4.337], [5.237, -2.755, 3.933], [-0.040, 2.376, -1.105], [-0.429, 3.542, -1.095], [-0.236, 1.447, -1.996], [1.105, -2.006, 1.217], [1.537, 3.824, 0.611], [4.346, 2.862, 2.680], [4.655, 5.043, 1.686], [3.152, 4.832, 0.627], [1.776, 4.610, 2.723], [3.334, 4.841, 3.715], [4.389, 1.145, 3.249], [4.329, -1.168, 5.974], [4.648, 0.350, 5.087], [7.087, -0.181, 4.991], [6.525, -0.342, 6.674], [7.805, -2.215, 5.947], [6.231, -2.639, 6.282], [7.022, -3.879, 4.468], [7.364, -2.344, 3.625], [4.631, -3.338, 4.659], [5.117, -3.187, 2.935]], "lowdin_charge": [-0.04, -0.26, -0.05, 0.07, -0.05, -0.05, 0.11, 0.12, 0.11, 0.11, 0.82, 0.03, 0.07, 0.08, 0.08, 0.75, -0.31, -0.09, 0.09, -0.06, 0.11, -0.05, 0.12, -0.06, 0.11, -0.09, 0.11, -0.35, -0.09, 0.11, -0.05, 0.11, -0.04, 0.12, -0.06, 0.12, -0.13, 0.11, 0.06, -0.05, 0.05, -0.17, 0.06, -0.05, -0.32, -0.03, 0.02, 0.04, 0.06, -0.25, -0.07, -0.06, -0.09, 0.06, -0.17, -0.10, -0.13, -0.09, 0.04, -0.09, -0.14, -0.58, 0.08, -0.17, 0.10, 0.13, 0.13, 0.12, 0.11, 0.12, 0.12, 0.10, 0.15, 0.13, 0.15, 0.15, 0.19, 0.18, 0.15, 0.15, 0.14, 0.14], "total_charge": 2, "e_above_lowest_kcal_mol": 0.0, "largest_force_ha_per_bohr": 0.0641, "energy_ha": -2262.9205, "e_homo_ev": [-9.2, -12.6], "multiplicity": 5, "orbital_gap_ev": [4.34, 5.61]}

---

# 6
{"formula": "C19H17N3O2S2", "method": "ωB97M-V/def2-TZVPD", "symbols": ["O", "C", "N", "C", "N", "C", "C", "C", "C", "C", "C", "H", "H", "H", "H", "S", "C", "C", "N", "C", "C", "C", "C", "C", "C", "S", "H", "H", "H", "H", "H", "H", "C", "H", "C", "H", "H", "C", "O", "H", "H", "H", "H"], "positions_angstrom": [[-0.251, -2.985, 2.499], [-0.082, -1.752, 1.964], [0.847, -1.595, 0.807], [0.965, -0.368, 0.411], [0.397, 0.850, 0.969], [-0.487, 0.559, 1.994], [-1.192, 1.641, 2.470], [-1.783, 1.771, 3.490], [-2.052, 0.519, 4.143], [-1.588, -0.623, 3.645], [-0.525, -0.757, 2.488], [-1.572, -1.643, 4.179], [-2.890, 0.631, 5.045], [-2.322, 2.552, 3.729], [-0.740, 2.783, 1.924], [1.971, -0.431, -0.928], [1.700, 1.515, -1.297], [0.561, 1.666, -2.095], [0.728, 1.986, -3.515], [-0.643, 2.018, -3.920], [-0.873, 2.434, -5.149], [-2.254, 2.372, -5.550], [-3.213, 2.449, -4.651], [-3.015, 2.109, -3.279], [-1.361, 2.199, -2.933], [-0.947, 1.804, -1.424], [-3.872, 2.333, -2.406], [-4.164, 2.677, -4.975], [-2.603, 2.675, -6.522], [-0.237, 2.408, -5.977], [1.944, 1.976, -0.437], [2.811, 1.821, -1.851], [1.511, -2.847, 0.407], [1.461, -2.710, -0.538], [2.884, -2.960, 1.072], [3.474, -3.953, 0.424], [3.628, -1.969, 0.727], [2.819, -3.283, 2.458], [2.309, -4.230, 3.025], [1.395, -4.205, 2.956], [3.833, -3.243, 2.787], [2.536, -2.428, 2.995], [0.890, -3.765, 0.839]], "lowdin_charge": [-0.06, -0.31, -0.01, -0.58, 0.09, -0.21, -0.12, -0.13, -0.08, 0.03, -0.11, 0.14, 0.17, 0.08, 0.22, 1.07, -0.36, -0.66, 0.18, -0.45, 0.01, -0.09, -0.17, 0.04, -0.54, 1.17, 0.14, 0.07, 0.11, 0.10, 0.01, 0.17, -0.17, 0.00, -0.16, 0.20, 0.17, -0.54, 0.09, 0.06, 0.13, 0.12, 0.18], "e_above_lowest_kcal_mol": 390.3, "largest_force_ha_per_bohr": 0.3692, "energy_ha": -1844.7905, "e_homo_ev": -8.5, "multiplicity": 1, "orbital_gap_ev": 7.77}